# 1
The following is a quantum chemistry calculation of a cluster of 5 separate species, C2H14O4S in total in a non-equilibrium geometry, from the Open Molecules 2025 dataset.

```
21
Properties=species:S:1:pos:R:3:forces:R:3
C -2.178 0.500 -1.361 0.8 1.5 -1.6
C -2.411 0.276 0.110 -0.7 0.0 0.2
S -2.008 -1.420 0.753 0.9 1.0 0.5
H -2.142 1.637 -1.628 -0.3 -1.8 0.7
H -2.962 0.078 -2.003 0.3 -0.1 0.2
H -1.175 0.124 -1.673 -0.9 0.1 0.2
H -1.724 1.009 0.593 -0.8 -0.9 0.4
H -3.493 0.424 0.364 1.1 0.4 0.0
H -2.739 -2.188 -0.024 -0.6 0.0 -0.6
H 0.603 3.683 0.196 -4.3 -0.9 0.2
H 1.934 3.000 -0.016 0.7 -2.1 -0.4
O 1.487 3.791 0.142 3.6 3.0 0.2
H 0.838 -2.062 -1.927 -0.3 0.8 0.6
H 1.072 -0.914 -2.809 -0.1 0.5 -0.1
O 0.690 -1.089 -1.940 0.3 -1.3 -0.9
H 2.108 -0.367 -1.003 -0.1 -0.2 -0.2
H 2.462 -0.387 0.456 0.0 -0.1 0.5
O 2.861 -0.456 -0.413 0.5 0.3 -0.4
H 2.264 0.393 2.626 -0.4 0.1 0.1
H 3.316 -0.603 2.321 0.4 -0.4 -0.1
O 2.374 -0.467 2.210 0.0 0.3 0.5
```
Positions in Å, forces in eV/Å.

Results
- LUMO energy: 0.39 eV
- Total energy: -21325.6485 eV
- Structure (SMILES): CCS.O.O.O.O
- Orbital gap: 9.38 eV
- Total charge: 0


# 2
The following is a quantum chemistry calculation of a cluster of 5 separate species, C2H14O4S in total, from the Open Molecules 2025 dataset.

```
21
Properties=species:S:1:pos:R:3:forces:R:3
C 2.388 -1.235 0.536 -0.4 0.1 -0.1
C 0.914 -0.876 0.681 -0.1 0.1 -0.1
S -0.172 -2.302 1.002 0.0 0.2 -0.1
H 2.564 -1.659 -0.455 0.1 0.0 0.1
H 2.951 -0.313 0.658 0.3 0.0 -0.1
H 2.703 -1.963 1.279 0.0 0.1 0.1
H 0.549 -0.382 -0.222 -0.1 -0.2 0.0
H 0.732 -0.158 1.474 0.1 0.0 0.2
H 0.129 -2.390 2.302 0.0 -0.2 0.0
H 1.088 4.300 0.015 -0.1 0.1 -0.1
H 0.612 3.212 0.963 -0.3 0.1 -0.1
O 1.402 3.664 0.659 0.3 -0.1 0.1
H -0.604 -2.558 -1.684 0.1 -0.1 0.2
H -1.381 -2.511 -2.983 -0.1 -0.2 -0.1
O -0.549 -2.239 -2.590 -0.1 0.2 -0.1
H -0.994 1.300 -2.507 0.2 0.4 0.3
H -1.527 -0.047 -2.317 0.0 -0.5 0.4
O -1.303 0.731 -1.795 -0.1 0.0 -0.5
H -2.342 3.942 1.588 0.0 0.0 0.0
H -1.990 2.491 1.267 -0.1 0.1 -0.2
O -1.940 3.389 0.913 0.2 -0.2 0.1
```
Positions in Å, forces in eV/Å.

Results
- LUMO energy: 0.46 eV
- Total energy: -21326.2263 eV
- Structure (SMILES): CCS.O.O.O.O
- Orbital gap: 9.61 eV
- Total charge: 0


# 3
The following is a quantum chemistry calculation of a cluster of 6 separate species, C2H14O5 in total in a non-equilibrium geometry, from the Open Molecules 2025 dataset.

```
21
Properties=species:S:1:pos:R:3:forces:R:3
C -0.316 1.823 2.921 0.4 -1.1 -0.3
C 0.749 2.597 2.740 0.3 0.6 -0.6
H -0.262 0.857 2.423 0.4 -0.2 0.8
H -1.208 1.881 3.531 -0.2 1.2 -0.4
H 1.690 2.190 2.376 -0.4 -0.4 -0.6
H 0.841 3.680 2.740 -0.5 0.1 1.2
H -1.357 0.790 -2.253 0.2 0.4 0.9
H -1.151 0.830 -3.730 0.2 0.2 -0.5
O -1.401 0.242 -3.025 -0.3 -0.6 -0.2
H 0.961 0.712 0.162 0.3 0.7 -0.4
H 0.732 2.265 -0.021 -0.1 0.1 0.4
O 1.090 1.486 -0.440 -0.1 -0.8 -0.3
H -0.269 -0.635 1.017 -0.9 0.4 0.2
H 0.663 -1.705 0.655 0.8 0.1 0.1
O 0.656 -0.827 1.099 0.1 -0.7 -0.3
H 1.549 -3.115 -1.191 0.0 0.0 0.2
H 0.073 -2.852 -0.959 0.0 -0.3 -0.2
O 0.873 -3.183 -0.506 -0.1 0.2 0.0
H -1.232 -1.553 -2.560 0.0 -0.4 0.3
H -1.478 -3.037 -2.835 -0.2 -0.6 -0.5
O -1.205 -2.447 -2.146 0.1 1.2 0.1
```
Positions in Å, forces in eV/Å.

Results
- LUMO energy: 0.44 eV
- Total energy: -12537.6810 eV
- Structure (SMILES): C=C.O.O.O.O.O
- Orbital gap: 10.21 eV
- Total charge: 0


# 4
The following is a quantum chemistry calculation of a cluster of 5 separate species, C2H14O5 in total in a non-equilibrium geometry, from the Open Molecules 2025 dataset.

```
21
Properties=species:S:1:pos:R:3:forces:R:3
C -1.575 -0.688 1.624 1.7 0.7 2.3
O -0.758 -1.468 0.745 -1.7 -1.6 -0.6
C -2.036 0.573 0.970 0.7 0.9 0.0
H -0.922 -0.493 2.564 -1.1 -0.1 -1.4
H -2.415 -1.250 1.938 -0.8 -0.8 0.4
H -1.317 -2.260 0.501 1.2 1.3 0.2
H -1.105 1.086 0.685 -0.5 0.3 -0.1
H -2.706 1.260 1.542 0.7 -0.8 -0.1
H -2.544 0.274 0.081 -0.5 0.1 -0.8
H 1.785 -1.170 1.498 -0.3 -0.3 0.0
H 0.926 -1.064 0.272 1.0 0.4 0.4
O 1.832 -0.819 0.604 -0.9 -0.3 -0.6
H 2.471 -0.178 -2.280 -0.8 1.0 -1.1
H 1.012 -0.027 -2.360 -1.0 0.0 0.1
O 1.773 0.282 -2.835 1.9 -1.0 1.1
H 3.111 -0.465 2.003 0.3 0.4 -0.4
H 4.412 -0.241 2.799 -1.7 -0.3 0.2
O 3.434 -0.413 2.903 1.9 0.3 0.3
H -2.348 2.185 -4.994 0.3 0.4 0.1
H -1.260 2.843 -4.022 -0.7 -0.7 -0.6
O -1.770 2.035 -4.239 0.4 0.2 0.5
```
Positions in Å, forces in eV/Å.

Results
- LUMO energy: 0.46 eV
- Total energy: -12537.7646 eV
- Structure (SMILES): CCO.O.O.O.O
- Orbital gap: 11.58 eV
- Total charge: 0


# 5
The following is a quantum chemistry calculation of a cluster of 5 separate species, C2H14O5 in total in a non-equilibrium geometry, from the Open Molecules 2025 dataset.

```
21
Properties=species:S:1:pos:R:3:forces:R:3
C 0.797 -1.704 -1.154 0.1 -0.2 -1.0
O 0.576 -0.289 -1.189 -0.2 -0.2 0.3
C -0.434 -2.558 -0.883 -0.4 1.5 1.0
H 1.131 -2.029 -2.145 0.4 0.2 0.0
H 1.612 -1.880 -0.460 -0.1 -0.4 0.3
H 1.273 0.101 -0.647 -0.2 0.2 -0.3
H -1.191 -2.481 -1.673 0.4 -0.2 -0.1
H -0.114 -3.573 -0.696 -0.1 -0.3 -0.1
H -0.940 -2.159 0.012 0.1 -0.4 -0.1
H 0.225 -0.522 3.218 0.1 0.0 0.0
H -0.251 -0.632 1.781 0.0 0.0 0.0
O 0.553 -0.576 2.315 -0.2 0.0 -0.2
H -0.270 1.963 -2.280 -0.1 0.5 0.6
H 0.103 3.402 -2.541 -0.1 0.1 0.2
O -0.376 2.860 -1.904 0.2 -0.7 -0.7
H 1.984 2.212 1.971 0.3 0.4 -0.1
H 1.516 1.023 1.276 0.0 -0.2 -0.1
O 2.039 1.816 1.093 -0.2 -0.3 0.4
H -3.137 0.448 0.462 0.3 0.1 -0.4
H -3.663 0.024 1.779 0.2 -0.2 0.2
O -2.905 -0.122 1.199 -0.4 0.1 0.2
```
Positions in Å, forces in eV/Å.

Results
- LUMO energy: 0.47 eV
- Total energy: -12538.2548 eV
- Structure (SMILES): CCO.O.O.O.O
- Orbital gap: 10.68 eV
- Total charge: 0


# 6
The following is a quantum chemistry calculation of a cluster of 5 separate species, C2H14O5 in total in a non-equilibrium geometry, from the Open Molecules 2025 dataset.

```
21
Properties=species:S:1:pos:R:3:forces:R:3
C 17.149 16.254 6.859 -1.2 0.1 -1.8
C 15.621 16.566 6.974 1.5 -2.0 0.8
O 15.369 16.619 8.377 -0.6 1.0 0.1
H 17.811 17.116 6.934 -0.1 -0.2 0.6
H 17.288 15.870 5.848 0.2 0.2 -0.4
H 17.399 15.367 7.441 0.0 0.6 0.6
H 15.131 15.643 6.664 -0.2 0.0 -0.4
H 15.206 17.360 6.353 0.3 0.4 0.4
H 14.910 17.439 8.576 0.0 0.0 0.2
O 22.878 19.858 4.026 -0.1 -0.2 0.1
H 22.719 20.631 3.485 -0.1 0.2 -0.2
H 23.743 20.007 4.409 0.2 0.0 0.1
O 23.462 13.923 -1.062 0.2 0.0 -0.2
H 22.668 13.501 -1.392 -0.2 -0.1 -0.1
H 23.278 14.094 -0.139 0.0 0.1 0.3
O 22.274 14.999 3.158 -0.1 0.0 -0.3
H 22.288 15.720 3.788 0.0 0.3 0.1
H 22.684 14.268 3.621 0.1 -0.3 0.1
O 23.870 11.738 6.001 -0.1 0.1 -0.2
H 24.778 12.005 6.144 0.3 0.1 0.0
H 23.545 11.516 6.873 -0.1 -0.1 0.2
```
Positions in Å, forces in eV/Å.

Results
- LUMO energy: 0.66 eV
- Total energy: -12537.6833 eV
- Structure (SMILES): CCO.O.O.O.O
- Orbital gap: 10.71 eV
- Total charge: 0


# 7
The following is a quantum chemistry calculation of a structure of composition C2H15HfO14S2 in a non-equilibrium geometry, from the Open Molecules 2025 dataset.

```
34
Properties=species:S:1:pos:R:3:forces:R:3
Hf 0.061 -0.233 0.429 0.0 -1.1 1.6
C 0.970 3.320 -2.759 -0.1 0.0 0.2
C -0.106 2.740 -1.867 -0.4 -0.1 2.0
O 0.272 1.626 -1.102 0.8 -2.7 1.6
H 1.857 3.623 -2.202 0.2 -0.6 0.3
H 0.675 4.287 -3.167 -0.5 -0.2 -0.5
H 1.205 2.574 -3.518 0.3 0.3 -0.2
H -1.041 2.517 -2.381 -0.1 0.0 -0.7
H -0.397 3.452 -1.095 -0.1 0.9 -0.2
S -1.666 -3.444 0.516 -0.9 -2.3 -1.1
O -0.620 -4.457 0.751 1.1 -0.3 -0.4
O -2.427 -3.767 -0.673 0.3 0.9 0.3
O -2.329 -3.641 1.781 -1.6 -0.1 1.3
O -1.126 -2.092 0.475 1.2 2.7 -1.1
S 0.512 -1.748 3.012 2.1 -5.0 6.9
O -0.417 -0.787 2.562 -8.1 6.9 -1.4
O 1.294 -1.246 4.130 -0.4 0.1 -0.1
O -0.012 -3.088 3.210 0.3 1.3 -0.2
O 1.264 -1.613 1.811 6.0 -0.2 -8.2
O -1.932 0.921 0.984 0.0 -0.3 -0.5
H -2.671 0.553 1.468 -0.1 -0.7 0.3
H -2.075 1.867 1.009 0.4 0.4 -0.2
O 2.530 0.055 0.141 -0.5 0.2 -0.1
H 3.045 -0.752 0.134 0.0 -0.6 0.6
H 3.063 0.684 -0.347 -0.2 0.6 -0.3
O 0.985 -1.693 -1.172 0.0 0.3 0.0
H 0.688 -2.587 -1.342 -0.5 -0.5 0.4
H 1.740 -1.576 -1.748 0.2 0.5 -0.1
O 0.474 1.632 1.889 0.2 0.1 -0.8
H 1.117 2.301 1.654 0.3 0.2 -0.5
H 0.433 1.664 2.845 -0.2 -0.8 0.6
O -1.542 -0.427 -1.513 0.0 0.4 0.2
H -2.023 0.375 -1.715 0.1 0.5 0.0
H -1.799 -1.041 -2.201 0.1 -0.7 0.1
```
Positions in Å, forces in eV/Å.

Results
- Multiplicity: 2
- LUMO energy (alpha / beta): -0.83 / -1.95 eV
- Total energy: -53959.7641 eV
- Orbital gap (alpha / beta): 7.48 / 6.34 eV
- Total charge: 0


# 8
The following is a quantum chemistry calculation of a cluster of 4 separate species, C2H15N2O3 in total in a non-equilibrium geometry, from the Open Molecules 2025 dataset.

```
22
Properties=species:S:1:pos:R:3:forces:R:3
C 0.814 0.464 2.261 1.9 -0.4 1.1
N 0.168 1.734 2.624 0.4 0.1 -1.0
C 0.022 -0.656 2.894 -0.7 0.2 -0.2
N -1.310 -0.732 2.158 0.9 -0.4 -0.1
H 1.832 0.421 2.693 -0.4 -0.1 0.4
H 1.146 0.236 1.240 -1.1 0.5 -0.4
H 0.741 2.217 3.318 -0.4 -0.2 -0.1
H 0.167 2.353 1.819 -0.2 0.1 0.1
H -0.188 -0.385 3.927 -0.1 -0.2 0.0
H 0.475 -1.637 2.842 0.1 -0.1 -0.1
H -2.010 -1.325 2.609 0.1 0.3 -0.1
H -1.650 0.212 2.010 -0.3 0.4 0.4
H -1.124 -1.105 1.213 -0.4 -0.4 -0.2
H 0.396 0.336 -3.391 0.2 0.0 -0.4
H -0.071 -0.787 -4.355 0.1 0.5 0.4
O -0.370 -0.175 -3.660 -0.3 -0.5 0.0
H 2.652 1.570 -5.563 0.4 0.4 0.0
H 1.310 1.505 -6.329 0.5 -0.2 0.4
O 1.915 1.000 -5.756 -0.9 -0.2 -0.2
H -1.769 -0.985 -1.096 0.4 -0.9 0.3
H -1.678 -2.544 -0.954 0.0 0.2 0.0
O -1.468 -1.715 -0.506 -0.3 0.9 -0.2
```
Positions in Å, forces in eV/Å.

Results
- LUMO energy: -2.94 eV
- Total energy: -11433.9831 eV
- Orbital gap: 10.75 eV
- Total charge: +1


- The highest total charge belongs to which entry?
  C2H15N2O3